# 1
The following is a quantum chemistry calculation of C17H20BrN2O10P2Tl as an isolated structure, from the Open Molecules 2025 dataset.

The multiplicity is 1. As for the charge: -2. Its LUMO energy is 3.968 eV. Its orbital gap is 6.64 eV.

```
53
Properties=species:S:1:pos:R:3:nbo_charge:R:1
Tl -0.873 0.277 -3.007 0.806
O -0.252 1.665 4.091 -0.687
C -1.526 1.333 3.705 0.368
C -2.545 1.300 4.647 -0.332
C -3.832 0.945 4.282 -0.221
C -4.099 0.629 2.961 -0.251
C -3.088 0.690 2.015 -0.172
C -1.788 1.031 2.366 -0.098
C -0.721 1.229 1.290 0.238
O -0.977 2.255 0.502 -0.854
N -0.703 -0.039 0.470 -0.392
N 0.323 -0.560 -0.142 -0.135
C 1.535 -0.576 0.311 -0.192
C 2.529 -1.242 -0.450 0.024
Br 1.863 -1.890 -2.175 0.084
C 3.825 -1.539 -0.159 -0.330
C 4.656 -1.222 0.971 -0.055
C 5.825 -1.982 1.154 -0.200
C 6.692 -1.744 2.199 -0.221
C 6.433 -0.727 3.107 -0.253
C 5.298 0.049 2.934 -0.226
C 4.430 -0.188 1.888 -0.157
H -0.275 1.948 5.013 0.465
H -2.320 1.568 5.675 0.181
H -4.617 0.923 5.028 0.193
H -5.100 0.348 2.662 0.200
H -3.314 0.501 0.976 0.245
H 0.267 1.288 1.787 0.132
H -1.520 -0.077 -0.135 0.387
H 1.820 -0.127 1.261 0.177
H 4.327 -2.158 -0.889 0.212
H 6.040 -2.777 0.454 0.202
H 7.580 -2.356 2.311 0.197
H 7.108 -0.536 3.932 0.197
H 5.085 0.857 3.621 0.202
H 3.584 0.465 1.764 0.206
O -0.738 -2.326 -4.146 -1.065
P -0.425 -1.586 -5.580 2.515
O 0.074 -2.555 -6.571 -1.160
O 0.317 -0.316 -5.295 -1.195
O -1.984 -1.196 -6.035 -1.110
P -3.016 -0.453 -5.044 2.506
O -4.402 -0.773 -5.849 -1.001
O -3.063 -1.230 -3.742 -1.199
O -2.808 1.012 -4.976 -1.150
H -1.666 -2.102 -3.931 0.512
H -4.545 -1.713 -5.752 0.481
C -3.484 2.404 -1.828 -0.236
O -2.805 1.436 -1.078 -0.830
H -3.733 3.287 -1.223 0.142
H -4.404 1.943 -2.193 0.171
H -2.901 2.725 -2.697 0.168
H -2.084 1.882 -0.481 0.508
```

---

# 2
The following is a quantum chemistry calculation of C17H20CeClNO2 as an isolated structure, from the Open Molecules 2025 dataset.

The multiplicity is 1. As for the charge: +2. Its LUMO energy (spin up / spin down) is -9.143 / -9.151 eV. Its orbital gap (spin up / spin down) is 3.39 / 3.40 eV.

```
42
Properties=species:S:1:pos:R:3:mulliken_charge:R:1
Cl 0.776 0.038 -4.473 -0.562
C 2.020 -1.712 1.209 -0.496
C 1.933 -0.618 2.144 -0.370
C 2.219 0.601 1.430 -0.777
H 1.693 -0.696 3.204 0.583
C 2.472 0.265 0.045 0.827
C 2.362 -1.166 -0.079 -0.635
H 2.514 -1.704 -1.013 0.561
H 1.867 -2.766 1.438 0.554
H 2.242 1.615 1.830 0.564
C 2.698 1.238 -1.065 -0.954
Ce 0.136 -0.305 0.506 0.573
C -0.848 1.959 -0.527 0.371
O -1.371 2.881 -0.993 -0.141
C -1.963 -1.181 -1.039 0.447
O -2.958 -1.430 -1.561 -0.152
H 2.238 2.209 -0.832 0.306
H 2.269 0.872 -2.012 0.258
H 3.771 1.423 -1.228 0.358
C -2.935 2.243 2.796 -0.696
N -4.010 1.682 1.927 -0.015
C -4.634 2.729 1.062 -0.798
C -3.529 0.490 1.103 -0.566
C -3.049 -0.576 2.050 0.197
C -3.955 -1.030 3.027 -0.554
C -3.538 -1.937 4.002 -0.872
C -2.233 -2.430 3.983 -0.760
C -1.332 -1.997 2.991 -0.395
C -1.748 -1.066 2.048 0.940
H -2.101 2.573 2.173 0.259
H -2.603 1.484 3.504 0.312
H -3.357 3.098 3.335 0.418
H -4.749 1.316 2.549 0.416
H -3.878 3.108 0.368 0.341
H -5.458 2.272 0.507 0.363
H -5.006 3.534 1.698 0.384
H -4.391 0.169 0.501 0.349
H -2.779 0.871 0.398 -0.240
H -4.984 -0.648 3.040 0.413
H -4.235 -2.253 4.779 0.428
H -1.911 -3.147 4.737 0.433
H -0.315 -2.399 2.969 0.328
```

---

# 3
The following is a quantum chemistry calculation of a single C17H20ClNO4S molecule, from the Open Molecules 2025 dataset.

Its relative energy (zero: lowest compared OMol25 entry of this formula, charge and spin) is 0.0 kJ/mol. The multiplicity is 1. Its SMILES is CCCCC(=O)Nc1sc2c(c1C(=O)OCC)CCC(C=O)=C2Cl. Its LUMO energy is -0.298 eV. Its orbital gap is 7.67 eV.

```
44
Properties=species:S:1:pos:R:3:nbo_charge:R:1
C 1.023 4.158 -2.341 -0.602
C 0.273 4.138 -1.015 -0.399
C -1.232 3.980 -1.232 -0.396
C -2.002 3.821 0.078 -0.494
C -1.632 2.618 0.910 0.695
O -1.732 2.577 2.121 -0.591
N -1.198 1.520 0.226 -0.636
C -0.845 0.379 0.879 0.085
S -1.000 0.250 2.580 0.565
C -0.400 -1.389 2.491 -0.340
C -0.089 -1.790 1.211 0.082
C -0.331 -0.764 0.264 -0.292
C -0.092 -0.769 -1.176 0.806
O -0.377 0.171 -1.903 -0.660
O 0.469 -1.889 -1.627 -0.498
C 0.776 -1.950 -3.021 -0.075
C 2.111 -1.285 -3.322 -0.634
C 0.497 -3.148 0.992 -0.428
C -0.025 -4.120 2.047 -0.415
C 0.044 -3.559 3.447 -0.176
C 0.299 -4.484 4.534 0.397
O 0.520 -5.667 4.392 -0.536
C -0.195 -2.234 3.622 0.048
Cl -0.251 -1.476 5.166 0.035
H 2.089 4.289 -2.176 0.212
H 0.669 4.973 -2.969 0.202
H 0.870 3.222 -2.874 0.206
H 0.464 5.065 -0.470 0.201
H 0.649 3.315 -0.403 0.197
H -1.610 4.868 -1.744 0.216
H -1.419 3.131 -1.894 0.197
H -1.865 4.701 0.710 0.237
H -3.073 3.739 -0.132 0.240
H -1.063 1.482 -0.788 0.461
H -0.027 -1.465 -3.585 0.201
H 0.805 -3.016 -3.256 0.193
H 2.899 -1.739 -2.726 0.213
H 2.347 -1.405 -4.375 0.219
H 2.059 -0.224 -3.091 0.221
H 1.587 -3.064 1.059 0.220
H 0.257 -3.513 -0.005 0.241
H -1.072 -4.362 1.833 0.214
H 0.538 -5.054 2.025 0.246
H 0.286 -4.027 5.539 0.122
```

---

# 4
The following is a quantum chemistry calculation of a single C17H20F3N7O molecule, from the Open Molecules 2025 dataset.

Its relative energy (zero: lowest compared OMol25 entry of this formula, charge and spin) is 19.3 kJ/mol. The multiplicity is 1. Its SMILES is O=C(CN[C@H]1CC[C@H](c2nnn3cnc4[nH]ccc4c23)CC1)NCC(F)(F)F. Its LUMO energy is 0.344 eV. Its orbital gap is 8.50 eV.

```
48
Properties=species:S:1:pos:R:3:nbo_charge:R:1
O -2.444 -1.111 3.928 -0.597
C -2.506 -0.158 3.188 0.674
C -2.949 -0.350 1.676 -0.310
N -2.752 -1.775 1.154 -0.641
C -1.507 -2.107 0.446 -0.041
C -1.702 -1.469 -0.979 -0.426
C -0.677 -1.881 -1.993 -0.388
C 0.304 -3.009 -1.537 -0.226
C 1.458 -2.316 -0.790 0.090
N 1.639 -2.662 0.556 -0.219
N 2.844 -2.013 0.776 -0.092
N 3.161 -1.226 -0.255 -0.180
C 4.228 -0.230 -0.297 0.277
N 4.497 0.476 -1.338 -0.411
C 3.799 0.134 -2.533 0.264
N 3.901 0.651 -3.717 -0.483
C 3.085 0.015 -4.579 -0.055
C 2.385 -0.926 -3.901 -0.269
C 2.802 -0.798 -2.556 -0.134
C 2.345 -1.439 -1.299 0.081
C -0.406 -4.145 -0.826 -0.387
C -1.227 -3.565 0.286 -0.438
N -2.575 1.149 3.680 -0.635
C -2.161 1.631 5.037 -0.304
C -0.675 2.119 5.106 0.963
F -0.050 2.315 6.346 -0.344
F -0.557 3.418 4.819 -0.335
F 0.167 1.403 4.280 -0.321
H -2.239 0.324 1.156 0.212
H -4.037 0.030 1.662 0.223
H -2.949 -2.427 1.900 0.383
H -0.695 -1.703 1.060 0.190
H -1.608 -0.347 -0.943 0.200
H -2.720 -1.664 -1.212 0.221
H -0.103 -1.095 -2.517 0.202
H -1.141 -2.388 -2.731 0.196
H 0.777 -3.315 -2.441 0.208
H 4.670 -0.047 0.713 0.220
H 4.479 1.496 -3.881 0.431
H 3.065 0.176 -5.571 0.211
H 1.526 -1.575 -4.230 0.235
H 0.343 -4.871 -0.540 0.226
H -1.109 -4.659 -1.503 0.207
H -2.216 -4.003 0.350 0.212
H -0.654 -3.841 1.230 0.231
H -2.809 1.889 3.071 0.393
H -2.760 2.510 5.295 0.233
H -2.360 0.920 5.822 0.252
```

---

# 5
The following is a quantum chemistry calculation of C17H20F3O3Pd as an isolated structure, from the Open Molecules 2025 dataset.

Its relative energy (zero: lowest compared OMol25 entry of this formula, charge and spin) is 29.1 kJ/mol. Its expectation value of S² is 6.021. The multiplicity is 5. As for the charge: -1. Its LUMO energy (spin up / spin down) is 3.218 / 1.928 eV. Its orbital gap (spin up / spin down) is 6.74 / 5.05 eV.

```
44
Properties=species:S:1:pos:R:3:mulliken_charge:R:1
Pd 0.423 -0.315 0.989 -0.133
C -0.574 -0.755 2.977 -0.595
C -1.473 0.045 2.176 -0.623
C -1.920 -0.756 1.066 -0.414
H -1.810 1.044 2.413 0.429
C -1.293 -2.031 1.172 0.044
C -0.498 -2.049 2.362 -0.814
H 0.059 -2.881 2.767 0.530
H -0.088 -0.449 3.887 0.400
H -2.652 -0.455 0.327 0.612
H -1.455 -2.860 0.488 0.414
C 2.667 -0.445 0.831 -0.816
C 2.269 -1.659 1.488 -0.438
C 1.549 -2.453 0.535 -0.697
H 2.513 -1.917 2.510 0.406
C 1.472 -1.738 -0.691 0.013
C 2.176 -0.497 -0.525 -0.358
H 2.367 0.249 -1.287 0.355
H 3.291 0.332 1.248 0.494
H 1.157 -3.450 0.698 0.496
H 1.044 -2.096 -1.620 0.546
O -0.291 0.767 -0.601 0.553
C -1.415 -0.108 -3.283 0.714
C -1.798 1.150 -2.560 -1.324
C -1.877 -1.385 -2.609 -0.749
C 0.042 -0.088 -3.734 -1.010
C -1.162 1.656 -1.123 -0.880
H -2.867 1.148 -2.377 0.452
H -1.574 1.984 -3.214 0.388
H -0.586 2.584 -1.264 0.335
H -1.963 1.893 -0.405 0.225
H -2.403 -2.025 -3.321 0.445
H -2.590 -1.160 -1.810 0.169
H -1.092 -2.024 -2.152 -0.085
H 0.076 0.066 -4.813 0.383
H 0.652 -0.984 -3.520 0.245
H 0.574 0.770 -3.295 0.153
F 2.021 3.858 3.601 -0.271
C 1.387 3.587 2.447 0.809
F 0.161 4.192 2.453 -0.264
F 2.100 4.117 1.408 -0.268
C 1.201 2.058 2.228 0.448
O 1.588 1.139 2.992 -0.629
O 0.590 1.937 1.141 -0.688
```

---

Per-record max |F|, Eh/bohr: 0.0302 0.1043 0.0207 0.1375 0.0654
Per-record calculated total energy, eV: -134730.311 -48967.861 -50992.506 -38580.976 -35721.474